This record from OMol25 describes C35H74Br32NOP as an isolated structure. The level of theory is the ωB97M-V functional and the def2-TZVPD basis.

The calculation puts the HOMO energy at -7.80 eV.

CARTESIAN COORDINATES (ANGSTROEM)
N 7.0825 -3.1966 3.3006
C 6.4696 -3.9253 2.1754
C 5.2716 -4.7933 2.5526
O 5.6884 -5.9247 3.3088
C 4.1025 -4.0458 3.2228
P 2.8227 -3.3958 2.0501
H 7.4692 -2.3419 2.9038
H 6.3952 -2.8901 3.9840
H 6.2552 -3.2723 1.3184
H 7.2323 -4.6216 1.8092
H 4.8788 -5.1924 1.6099
H 5.4466 -5.8037 4.2359
H 3.5878 -4.7709 3.8593
H 4.4006 -3.2191 3.8746
H 2.9524 -2.0047 1.9720
H 2.9468 -4.0062 0.7811
Br 0.6486 -1.5811 -0.0101
C -1.0350 -2.3946 0.5254
C -1.9060 -2.6981 -0.6639
Br -2.7493 -1.0827 -1.3495
H -1.5029 -1.7154 1.2308
H -0.7527 -3.3114 1.0417
H -2.7293 -3.3498 -0.3776
H -1.3615 -3.1464 -1.4900
Br 0.8567 -1.5537 3.0869
C 0.0461 -0.3039 4.3572
C 0.9674 -0.0748 5.5232
Br 0.9366 -1.5900 6.7454
H -0.9166 -0.7133 4.6491
H -0.1113 0.6197 3.8010
H 0.6414 0.7766 6.1174
H 2.0023 0.0701 5.2250
Br -5.7809 -2.7518 -3.3311
C -6.3436 -1.5374 -4.7459
C -5.9758 -0.1090 -4.4381
Br -7.1840 0.6669 -3.1168
H -7.4095 -1.6740 -4.8755
H -5.8239 -1.8816 -5.6379
H -6.0908 0.5124 -5.3257
H -4.9717 0.0093 -4.0475
Br -2.8993 -0.1236 -5.1427
C -1.1728 0.7811 -5.1922
C -0.0455 -0.2057 -5.3182
Br 0.2889 -1.0844 -3.6146
H -1.1076 1.3870 -4.2913
H -1.2177 1.4340 -6.0618
H 0.8836 0.3025 -5.5686
H -0.2372 -0.9845 -6.0500
Br -1.6570 2.8072 -1.3103
C -3.5549 3.1590 -1.5804
C -3.9678 2.8984 -2.9997
Br -3.4021 4.3290 -4.1987
H -3.7337 4.1812 -1.2635
H -4.0822 2.4711 -0.9174
H -5.0537 2.8762 -3.0806
H -3.5570 1.9767 -3.3988
Br 9.9407 -2.3936 1.0040
C 9.5575 -0.8195 -0.0677
C 9.3388 0.3842 0.8079
Br 7.5754 0.3496 1.6374
H 8.7016 -1.0563 -0.6931
H 10.4347 -0.6800 -0.6969
H 9.3530 1.2968 0.2161
H 10.0631 0.4659 1.6100
Br -5.1870 1.7258 0.9783
C -6.8268 0.9030 1.6294
C -7.7532 0.5986 0.4822
Br -8.6286 2.2168 -0.1664
H -7.2569 1.5799 2.3610
H -6.5163 -0.0138 2.1266
H -8.5622 -0.0564 0.7996
H -7.2417 0.1548 -0.3666
Br 9.1006 -6.8141 2.6717
C 7.7760 -8.2359 2.7546
C 8.3743 -9.5807 2.4447
Br 8.6806 -9.8007 0.5332
H 6.9800 -7.9587 2.0736
H 7.3988 -8.2109 3.7742
H 7.6819 -10.3762 2.7144
H 9.3270 -9.7464 2.9377
Br 4.7057 2.3299 7.3665
C 6.0998 1.2855 6.4958
C 5.5241 0.3781 5.4441
Br 4.6626 -1.1701 6.2529
H 6.6280 0.7495 7.2780
H 6.7673 2.0162 6.0484
H 6.3121 -0.0289 4.8116
H 4.7806 0.8683 4.8227
Br -8.6174 -2.3191 -7.0754
C -8.9619 -0.6697 -8.0480
C -9.0981 0.4769 -7.0832
Br -10.8069 0.4835 -6.1634
H -9.8400 -0.8360 -8.6636
H -8.0965 -0.5207 -8.6911
H -9.0567 1.4299 -7.6076
H -8.3366 0.4579 -6.3081
Br -12.8208 4.4124 -3.0864
C -11.0983 3.9137 -2.3286
C -9.9663 4.6413 -3.0064
Br -9.5793 3.8637 -4.7473
H -11.0159 2.8341 -2.4122
H -11.1583 4.1921 -1.2804
H -9.0424 4.5322 -2.4397
H -10.1685 5.6958 -3.1662
Br 11.2366 3.1921 1.4638
C 11.3074 4.1390 3.1630
C 10.7878 3.2888 4.2916
Br 8.8430 3.1945 4.2699
H 10.7486 5.0603 3.0338
H 12.3591 4.3729 3.3146
H 11.0408 3.7351 5.2511
H 11.1542 2.2675 4.2620
Br 4.3122 -10.9643 2.1164
C 3.7199 -9.8265 0.6511
C 4.0081 -8.3774 0.9320
Br 2.7462 -7.6236 2.2067
H 2.6642 -10.0282 0.5004
H 4.2810 -10.1646 -0.2179
H 3.8887 -7.7815 0.0291
H 4.9997 -8.2153 1.3425
Br -7.3945 7.8444 -2.4709
C -5.7127 8.7658 -2.8104
C -4.5776 7.7957 -3.0024
Br -3.9890 7.0478 -1.3061
H -5.5535 9.4444 -1.9784
H -5.8794 9.3407 -3.7192
H -3.7052 8.3041 -3.4083
H -4.8356 6.9566 -3.6415
Br -12.6710 6.6353 1.5380
C -10.9418 6.1459 2.2842
C -9.8173 6.8656 1.5894
Br -9.4472 6.0839 -0.1540
H -10.8614 5.0657 2.2116
H -10.9887 6.4355 3.3320
H -8.8914 6.7608 2.1515
H -10.0219 7.9186 1.4243
Br 4.6613 3.9617 -0.2660
C 6.0513 2.9064 -1.1260
C 5.4820 1.9959 -2.1818
Br 4.6060 0.4496 -1.3895
H 6.5704 2.3677 -0.3382
H 6.7264 3.6338 -1.5738
H 6.2781 1.5864 -2.8009
H 4.7478 2.4835 -2.8153

This record from OMol25 describes a 2-piece molecular cluster, C4H9O3 overall. The level of theory is the ωB97M-V functional and the def2-TZVPD basis.

The calculation puts the HOMO energy at -4.63 eV. Its total charge is -1.

CARTESIAN COORDINATES (ANGSTROEM)
O 0.8253 0.7360 2.3011
C -0.2448 0.8775 1.6238
O -1.0691 1.7915 1.7254
C -0.4918 -0.1878 0.5045
C -0.7658 0.4838 -0.8555
C -0.6476 -0.2794 -2.1845
H -1.3500 -0.8355 0.7132
H 0.3963 -0.8023 0.3863
H 0.0312 1.2638 -0.9507
H -1.7097 1.0248 -0.7667
H 0.3059 -0.2644 -2.7261
H -0.7454 -1.3721 -2.0871
H -1.4945 0.1513 -2.7405
H 1.8159 -0.4148 2.1018
H 2.7839 -0.9004 1.0900
O 2.3600 -1.2721 1.8649

This record from OMol25 describes C28H34AsN2O3PPdS as an isolated structure. The level of theory is the ωB97M-V functional and the def2-TZVPD basis.

The expectation value of S² is 6.0200. The calculation puts the HOMO energy (spin up / spin down) at -13.71 / -14.65 eV. The spin multiplicity is 5. Its total charge is +2.

CARTESIAN COORDINATES (ANGSTROEM)
Pd -0.5941 0.5005 -0.4642
N -1.3596 -1.2029 0.8643
C -0.2978 -1.5141 1.8068
C -0.5795 -1.7992 3.1316
C 0.4678 -2.0772 4.0008
C 1.7792 -2.0750 3.5449
C 2.0550 -1.7887 2.2169
C 1.0154 -1.4993 1.3367
P 1.2738 -1.0351 -0.3926
C 1.0234 -2.5336 -1.3613
C 1.3848 -2.5403 -2.7099
C 1.1140 -3.6498 -3.4955
C 0.4812 -4.7576 -2.9430
C 0.1365 -4.7630 -1.5982
C 0.4073 -3.6552 -0.8062
C 2.9831 -0.5132 -0.5723
C 3.3132 0.8255 -0.3705
C 4.6344 1.2370 -0.4418
C 5.6290 0.3091 -0.7192
C 5.3078 -1.0277 -0.9176
C 3.9882 -1.4438 -0.8458
H -1.5790 -2.0121 0.2861
H -2.2086 -0.9397 1.3566
H -1.6033 -1.8110 3.4865
H 0.2551 -2.2986 5.0378
H 2.5898 -2.2890 4.2278
H 3.0801 -1.7675 1.8695
H 1.9055 -1.6938 -3.1409
H 1.4143 -3.6576 -4.5350
H 0.2788 -5.6256 -3.5560
H -0.3246 -5.6379 -1.1597
H 0.1853 -3.6970 0.2546
H 2.5405 1.5485 -0.1338
H 4.8883 2.2761 -0.2835
H 6.6606 0.6289 -0.7806
H 6.0874 -1.7470 -1.1283
H 3.7426 -2.4867 -1.0043
C -0.3514 0.1435 -4.1501
As -1.5967 -0.1261 -2.6870
C -2.2508 -1.9352 -2.8606
C -3.1161 0.9772 -3.1539
H -0.3480 -0.7352 -4.7928
H 0.6511 0.3125 -3.7653
H -0.6649 1.0128 -4.7255
H -2.7597 -2.0336 -3.8192
H -2.9579 -2.1547 -2.0611
H -1.4169 -2.6328 -2.8132
H -3.4849 0.6780 -4.1347
H -2.8237 2.0261 -3.1867
H -3.9098 0.8402 -2.4212
C -0.1014 3.0003 -0.7595
H 0.6987 2.4828 -1.2862
H 0.0893 3.4002 0.2246
H -0.9139 3.4069 -1.3445
N -2.6548 1.6666 0.2504
C -2.4136 2.4533 1.4495
C -3.1136 3.6333 1.6676
C -2.8708 4.3813 2.8075
C -1.9307 3.9380 3.7257
C -1.2326 2.7583 3.5231
C -1.4722 2.0205 2.3746
S -1.6075 4.8967 5.1784
O -0.9336 4.0499 6.1065
O -2.8118 5.6032 5.5204
O -0.6826 6.0228 4.7437
H -3.4418 1.0415 0.4096
H -2.9545 2.2875 -0.4953
H -3.8573 3.9666 0.9537
H -3.4188 5.2956 2.9936
H -0.5125 2.4276 4.2596
H -0.9103 1.1080 2.2081

This record from OMol25 describes C2H2AuFO2 as an isolated structure. The level of theory is the ωB97M-V functional and the def2-TZVPD basis.

The expectation value of S² is 2.0108. The calculation puts the HOMO energy (spin up / spin down) at -22.73 / -23.46 eV. The spin multiplicity is 3. Its total charge is +2.

CARTESIAN COORDINATES (ANGSTROEM)
H -0.9149 -0.4307 1.4253
O 0.1516 1.2512 -0.4688
C -0.6929 0.4500 -0.0636
C -0.2855 -0.8942 0.4864
O 1.0433 -1.0275 0.5278
F -1.9180 0.5141 -0.5647
H -0.8666 -1.7011 -0.0014
Au 1.8050 0.3440 -0.3003

This record from OMol25 describes C4H12IO4 as an isolated structure. The level of theory is the ωB97M-V functional and the def2-TZVPD basis.

The calculation puts the HOMO energy at -4.04 eV. Its total charge is -1.

CARTESIAN COORDINATES (ANGSTROEM)
I 2.4876 1.9210 0.4936
C -1.6695 1.1863 -1.3924
C -0.4607 1.1208 -0.4261
O -0.0215 2.3982 0.1001
O -2.9326 1.6033 -0.8133
H -1.8426 0.2357 -1.8968
H -1.2471 1.8747 -2.1243
H 0.4761 0.7305 -0.8238
H -0.6880 0.3879 0.3481
H 0.9225 2.3375 0.2642
H -3.4486 0.8118 -0.6434
C 0.4730 -2.2702 0.7124
C 1.3968 -1.1322 1.0570
O 0.7809 0.0619 1.4776
O 0.4404 -2.4233 -0.7614
H -0.4796 -1.9749 1.1523
H 0.7881 -3.2089 1.1681
H 1.9363 -0.8856 0.1425
H 2.2005 -1.3906 1.7465
H 1.3427 0.8006 1.2320
H -0.4548 -2.1846 -1.0126

This record from OMol25 describes an isolated ion of composition C23H42B2F6N4O8P and charge +1. The level of theory is the ωB97M-V functional and the def2-TZVPD basis.

The calculation puts the HOMO energy at -11.93 eV. Its SMILES is C#C[C@@]1(B(C)O)O[C@H](CCCF)[C@@](CCN)(CCO)[N@@+](CCC(N)=O)(B(O)OC)[C@@]1(CCCC(F)(F)C(F)(F)F)P(=N)(O)O. Its total charge is +1.

CARTESIAN COORDINATES (ANGSTROEM)
C 1.5966 -3.6138 1.3884
C 0.7645 -2.7895 1.0738
C -0.2164 -1.6328 0.7093
B -1.6674 -2.4316 0.6368
C -1.8315 -3.9403 0.0701
O -2.8758 -1.8374 1.1200
O -0.4501 -0.9038 1.9222
C 0.5216 0.1443 2.1444
C 0.3167 0.5373 3.6671
C 1.1761 -0.4560 4.6008
C 0.5468 -1.8840 4.7586
F -0.5522 -1.8744 5.6830
C 0.3858 1.2447 1.0234
C -0.3137 2.5349 1.6185
C -1.6725 2.5377 2.4132
N -1.5528 3.2665 3.7323
C 1.8786 1.8749 0.8748
C 2.8248 1.8313 2.1441
O 4.0228 2.5853 1.7749
N -0.1835 0.7204 -0.3182
C -1.7181 0.8268 -0.2690
C -2.4540 2.1326 -0.7459
C -3.9431 1.9753 -0.1316
N -4.5729 0.6714 0.0419
O -4.5603 2.9863 0.1495
B 0.0642 1.6768 -1.4827
O -0.2969 1.4225 -2.8450
O 0.4993 3.0174 -1.4247
C -0.0639 3.8888 -2.4153
C 0.2131 -0.7259 -0.5787
C -0.3705 -1.4996 -1.8107
C 0.1453 -1.3797 -3.3092
C 0.4910 -2.7957 -4.0075
C 1.6074 -2.6374 -5.1271
F 2.8567 -2.6669 -4.5165
F 1.5316 -3.7789 -5.9542
C 1.3975 -1.3906 -6.0841
F 2.1570 -0.3077 -5.6538
F 0.0851 -1.0639 -6.3199
F 1.9365 -1.7272 -7.3279
P 2.0694 -1.0179 -0.8950
N 2.6905 -0.0007 -1.9418
O 2.4431 -2.5032 -1.5615
O 3.1099 -0.9012 0.4085
H 2.2892 -4.3556 1.8476
H -2.1465 -4.5776 0.9600
H -0.9139 -4.3484 -0.4325
H -2.7121 -3.9942 -0.6481
H -3.1782 -2.2943 1.9277
H 1.5010 -0.4291 2.1777
H -0.7713 0.3769 3.9363
H 0.6459 1.5667 3.9557
H 2.2518 -0.4760 4.2391
H 1.2074 0.0451 5.6191
H 1.3359 -2.5321 5.2632
H 0.2889 -2.4085 3.8006
H -0.3891 3.4030 0.8842
H 0.3986 2.9822 2.3904
H -2.0869 1.5149 2.6884
H -2.4454 3.1351 1.8273
H -1.5767 4.2701 3.4993
H -2.3850 3.0010 4.2637
H 1.8299 2.9974 0.6745
H 2.4937 1.4950 0.0321
H 2.3996 2.4045 3.0305
H 3.2020 0.8159 2.4348
H 3.7111 3.5122 1.7620
H -2.1195 0.5599 0.7592
H -2.2475 0.0498 -0.8907
H -2.1440 3.1190 -0.3206
H -2.7155 2.1905 -1.8524
H -4.4062 0.4276 1.0351
H -5.5924 0.8431 0.0153
H -1.1486 0.9525 -2.9086
H 0.1365 4.9498 -2.0518
H 0.4496 3.8481 -3.4273
H -1.1764 3.8329 -2.5589
H -1.4993 -1.5345 -1.9481
H -0.1231 -2.6029 -1.6370
H 0.9612 -0.6504 -3.5366
H -0.7085 -1.0099 -3.9719
H -0.4271 -3.1665 -4.5595
H 0.8223 -3.5806 -3.2776
H 3.4548 0.5324 -1.5247
H 1.8859 -3.2444 -1.2573
H 3.6116 -1.7356 0.5439